No. 1
C5H11NS | the ωB97M-V functional and the def2-TZVPD basis

## Properties
structure (SMILES)	CNCCC(C)=S
orbital gap (spin up / spin down)	8.26 / 8.25	eV
E_HOMO (spin up / spin down)	-0.310 / -0.310	Ha
2S+1	1
max |F|	5.026	eV/Å
relative energy (zero: lowest compared OMol25 entry of this formula, charge and spin)	2.261	eV

```
18
Properties=species:S:1:pos:R:3:forces:R:3
S -1.7801 -2.8310 -0.8208 1.1 0.5 -0.2
N 0.8749 1.1934 0.7424 0.6 -0.3 0.8
C -1.3051 -1.2593 -0.7914 1.0 -0.9 0.7
C 0.8916 0.6340 -0.5740 0.4 -1.5 -0.6
C 0.2426 -0.7941 -0.8299 -2.3 1.3 0.0
C 1.8006 0.6568 1.7453 1.9 3.8 -1.0
C -2.4054 -0.3203 -0.6524 -3.4 3.4 1.5
H 1.5493 -0.0682 2.4691 -0.5 -1.6 0.0
H 2.7539 0.5973 1.1886 -0.3 -1.2 0.5
H 0.5009 -0.9009 -1.8443 0.4 -0.8 -1.5
H 2.0931 1.5353 2.3833 -0.5 -0.5 -0.2
H -3.1705 -0.4454 0.2920 2.4 -0.1 -1.9
H 2.0134 0.3715 -0.8298 -2.1 0.9 0.3
H -0.0095 1.3102 1.1767 -1.0 0.2 -0.2
H 0.7645 -1.4935 -0.2614 0.8 -1.4 0.9
H 0.4892 1.3471 -1.3320 0.4 -0.3 0.6
H -3.2038 -0.2919 -1.4411 1.1 -0.6 0.2
H -2.0998 0.7592 -0.6203 0.1 -0.8 0.2
```
Positions in Å, forces in eV/Å.

***

No. 2
C18H52BO20 | the ωB97M-V functional and the def2-TZVPD basis

## Properties
charge	-1
orbital gap	9.95	eV
E_HOMO	-0.283	Ha
2S+1	1
max |F|	2.497	eV/Å

```
91
Properties=species:S:1:pos:R:3:forces:R:3
O 1.9273 -22.6169 -26.8337 0.4 0.0 0.0
O 2.7051 -24.4316 -20.4412 0.3 0.0 0.8
O 3.2682 -24.1916 -25.7011 -0.4 0.6 -0.2
O -2.9778 -26.5352 -30.1635 -0.5 -0.2 0.0
O 0.9230 -24.0148 -28.2594 -0.2 -0.2 -0.5
O 0.7448 -28.5947 -27.6036 -0.1 0.0 0.0
O 3.4942 -28.5873 -28.4386 0.3 0.3 0.0
O 2.8826 -20.6059 -23.0561 0.3 0.5 0.1
O 1.5112 -18.2182 -18.3195 -0.5 -0.3 0.3
O 7.7318 -20.6450 -22.6548 -1.3 0.1 -1.1
O 7.6571 -21.5021 -25.3255 0.0 0.1 -0.3
O 2.3918 -22.2188 -24.5126 -0.2 -0.1 0.0
O 1.5709 -16.4648 -25.7361 0.8 -0.2 0.0
O 1.3149 -19.7512 -31.0130 -0.1 0.1 -0.3
O 5.1484 -20.2275 -25.0160 0.3 -0.1 0.4
O -1.3507 -27.7878 -24.8242 -0.2 0.1 -0.1
O 2.5741 -26.0205 -26.7697 0.0 -0.7 -0.6
O 4.4984 -25.9174 -23.3277 0.2 0.1 0.0
O 4.1747 -21.9786 -25.9738 0.0 -0.1 -0.1
O 2.0278 -24.1838 -31.1415 -0.1 -0.1 -0.5
C 1.0554 -20.0714 -29.6528 -0.1 -0.2 -0.1
C -3.0142 -25.6241 -29.0577 2.2 -0.9 0.2
C -0.1120 -25.9076 -24.1434 0.3 -0.4 0.9
C 2.5551 -24.8443 -26.6111 0.1 0.4 0.5
C -1.7710 -25.9898 -28.2158 -0.3 0.5 -0.1
C 0.4469 -18.0165 -24.2871 0.3 -0.8 0.3
C 2.9290 -18.8716 -20.1317 0.1 -0.3 0.0
C 1.7469 -17.7035 -25.0462 -1.8 0.0 1.0
C 6.7924 -19.5094 -20.8256 0.1 0.1 -0.8
C 2.5315 -23.1339 -20.9716 -1.3 0.0 -0.9
C 2.3453 -20.0174 -28.8613 -1.1 0.2 1.4
C 3.1327 -21.2316 -24.0420 -0.3 -0.8 0.3
C 4.3272 -21.1026 -25.0010 -0.3 1.1 -1.0
C 1.6819 -23.8039 -27.3673 0.4 0.2 0.4
C 6.5068 -20.0526 -22.2535 -0.2 0.6 2.4
C 2.6146 -23.2038 -31.9931 -0.2 0.6 1.3
C 2.2506 -19.3273 -18.8390 0.2 0.8 -0.5
C -1.0297 -27.0081 -23.6802 -0.6 -0.5 0.6
B 2.9372 -22.7392 -25.7740 0.0 -0.6 0.5
H 2.4590 -23.2101 -22.0619 0.7 0.4 0.0
H 0.2717 -28.4088 -28.4204 0.0 0.1 0.0
H -0.5826 -27.6333 -22.8945 0.6 -0.1 -0.4
H 1.5335 -20.1141 -19.0705 -0.1 0.0 0.1
H 0.5150 -19.0348 -23.8844 -0.1 0.0 -0.2
H -0.4438 -17.9362 -24.9101 0.0 0.0 -0.1
H 3.5610 -17.9895 -20.0094 0.0 0.0 0.3
H 2.8928 -19.0756 -28.8476 0.2 -0.1 -1.0
H -1.7424 -25.4032 -27.2943 0.0 0.0 0.0
H -2.7929 -24.6325 -29.4530 -0.7 0.3 0.3
H 2.0393 -22.2724 -31.9413 0.0 0.0 -0.3
H 1.5624 -22.6715 -20.7293 0.1 -0.2 0.5
H 2.0894 -17.6450 -17.8128 0.2 -0.1 -0.1
H -1.9126 -26.6598 -23.1239 -0.3 0.4 -0.6
H 6.8677 -20.3678 -20.1597 0.1 0.1 0.2
H -3.8974 -25.7392 -28.4300 -0.4 0.3 -0.4
H 3.5532 -19.6491 -20.5765 -0.2 0.0 -0.1
H 1.1131 -16.6539 -26.5589 0.0 0.0 0.0
H 1.7597 -23.7465 -30.3272 -0.1 -0.2 0.1
H 1.9887 -18.5467 -25.6951 0.3 0.2 -0.2
H 1.6579 -28.3254 -27.7843 -0.2 -0.3 0.0
H 5.6755 -20.7573 -22.1143 0.2 -0.4 -0.4
H 3.2906 -22.4474 -20.6089 0.3 -0.3 -0.2
H 0.3413 -17.3884 -23.4025 -0.1 0.3 -0.2
H 8.2590 -20.7845 -25.5545 0.0 -0.1 -0.1
H 6.1219 -19.2870 -22.9281 0.4 0.1 -0.1
H 4.9920 -25.4951 -22.6165 -0.1 0.0 0.0
H 1.9672 -24.9891 -20.6939 0.0 0.1 -0.2
H 0.6519 -21.0909 -29.5766 0.1 0.0 0.0
H 2.9337 -19.7176 -18.0807 0.2 0.0 -0.1
H 2.9123 -20.9308 -29.0128 0.5 0.3 -0.1
H 4.5374 -25.2893 -24.0611 -0.2 -0.1 0.0
H 7.5045 -20.8822 -23.5775 0.9 -0.5 0.2
H 2.4630 -17.6252 -24.2293 0.7 0.4 -0.6
H 2.1521 -18.5890 -20.8410 0.0 -0.1 -0.1
H 3.5984 -22.9570 -31.5778 0.2 0.0 -0.6
H 0.3719 -25.4816 -23.2598 0.1 0.2 -0.1
H 6.8094 -21.2473 -25.7257 0.1 0.1 0.1
H -0.8858 -25.7240 -28.7899 0.1 -0.1 0.0
H 0.2630 -19.4280 -29.2461 0.3 0.2 0.0
H -2.0675 -28.4043 -24.6560 0.0 0.0 0.2
H 0.4979 -19.8670 -31.5085 0.1 0.0 0.0
H 2.6541 -23.5441 -33.0234 0.1 -0.2 0.1
H 0.6560 -26.4091 -24.7318 0.0 0.4 -0.3
H 2.0193 -20.0255 -27.8117 0.0 -0.5 0.0
H -1.7086 -27.0415 -27.9424 -0.3 0.0 0.0
H 6.0711 -18.7929 -20.4299 -0.2 -0.2 -0.2
H -0.6264 -25.1058 -24.6675 0.0 -0.2 -0.3
H 4.2245 -29.1118 -28.0958 -0.1 0.0 0.0
H -3.3550 -26.1301 -30.9482 -0.1 0.1 0.1
H 7.7546 -18.9977 -20.8760 0.1 0.0 0.2
H 3.6123 -27.7143 -28.0381 0.0 0.0 0.0
```
Positions in Å, forces in eV/Å.

***

No. 3
C27H24CaI2N10O2Si | the ωB97M-V functional and the def2-TZVPD basis

## Properties
charge	-2
orbital gap	5.94	eV
E_HOMO	-0.097	Ha
2S+1	1
max |F|	0.505	eV/Å

```
67
Properties=species:S:1:pos:R:3:forces:R:3
I 1.3039 -5.0102 -2.7512 0.1 -0.1 0.0
I -4.6405 -5.1422 -2.4839 -0.1 -0.1 0.0
Ca 0.6634 0.3334 -2.3787 0.0 -0.1 0.1
Si 0.2430 0.2466 1.3445 0.1 0.0 -0.1
O 0.6449 -1.8986 -3.0338 0.1 0.0 0.0
O 0.3428 0.2204 -0.2352 -0.1 -0.1 -0.2
N -1.6826 -0.5332 -2.9244 0.2 0.0 0.0
N 0.2157 2.6413 -2.9623 0.0 -0.1 0.0
N 2.8692 1.1970 -2.7710 0.1 0.2 -0.2
N 4.0344 0.4979 -2.6601 -0.2 -0.1 0.4
N 4.5608 2.5950 -2.4971 -0.1 -0.1 0.3
N 5.0012 1.3166 -2.4613 0.2 0.1 -0.4
N 0.4311 4.8214 -2.6864 -0.1 -0.1 0.1
N -0.8736 4.4946 -2.7774 0.0 0.2 -0.2
N -1.0111 3.2279 -2.9527 0.0 -0.1 0.2
N 2.4382 3.5831 -2.7659 0.1 0.2 0.1
C -1.7282 2.2172 1.4709 0.0 0.0 0.0
C 0.9339 -3.0954 3.8166 0.0 0.0 0.0
C -1.6920 -4.6535 -2.6606 0.1 -0.2 0.0
C 1.0597 3.6551 -2.7941 0.0 0.1 -0.1
C -1.5147 0.7600 1.8931 0.0 0.0 -0.1
C 0.5912 -1.4922 2.0210 0.0 0.1 0.1
C 1.1023 -4.1179 2.8912 0.0 0.0 0.0
C -2.4809 -0.1266 1.0966 0.0 0.0 0.0
C -0.4837 -3.9584 -2.7769 -0.3 0.0 0.0
C 3.6854 3.1248 2.7747 0.0 0.0 0.0
C 2.6274 1.7176 1.1400 0.0 0.0 -0.1
C 3.2513 2.4685 -2.6697 0.0 0.1 -0.1
C -4.0548 -0.4532 -2.7723 0.1 0.0 0.0
C 1.5742 1.4244 2.0112 0.0 -0.1 0.1
C -2.9397 -2.5892 -2.7418 -0.2 -0.2 0.0
C 2.6531 2.8496 3.6602 0.0 0.0 0.0
C -2.8994 -4.0093 -2.6508 0.2 0.3 0.0
C -1.8469 0.6052 3.3762 0.0 0.0 0.0
C 0.7769 -2.5338 1.1115 -0.1 0.0 -0.1
C -1.7219 -1.8860 -2.8631 0.0 0.0 0.1
C -4.1222 -1.8158 -2.7023 0.0 0.1 0.0
C 1.6155 2.0085 3.2780 0.0 0.0 0.1
C -2.7927 0.1603 -2.8796 -0.1 0.1 0.0
C 0.6835 -1.8022 3.3799 0.0 0.0 0.0
C 3.6712 2.5547 1.5092 0.0 0.0 0.0
C -0.4205 -2.5629 -2.9034 -0.1 0.0 0.0
C 1.0268 -3.8329 1.5359 0.0 0.0 0.0
H -2.3080 -0.0359 0.0231 0.0 0.0 0.0
H -1.0957 2.9028 2.0403 0.0 0.0 0.0
H -4.9449 0.1598 -2.7325 0.0 0.0 0.0
H 2.6512 3.2944 4.6496 0.0 0.0 0.0
H -1.5032 2.3664 0.4129 0.0 0.0 0.0
H -1.6569 -5.7322 -2.5741 0.0 0.0 0.0
H -1.2018 1.2044 4.0223 0.0 0.0 0.0
H 1.1614 -4.6172 0.7999 0.0 0.0 0.0
H 1.0021 -3.3058 4.8785 0.0 0.0 0.0
H 4.4617 2.7581 0.7965 0.0 0.0 0.0
H -2.8786 0.9372 3.5574 0.0 0.0 0.0
H 1.2984 -5.1305 3.2258 0.0 0.0 0.0
H 0.8220 1.8158 3.9917 0.0 0.0 0.0
H -1.7782 -0.4357 3.7004 0.0 0.0 0.0
H -2.7743 2.5073 1.6381 0.0 0.0 0.0
H 2.8880 4.4453 -2.5085 0.0 0.0 0.0
H 0.7229 -2.3191 0.0490 0.0 0.0 0.0
H 2.6264 1.2916 0.1436 0.0 0.0 0.0
H 4.4945 3.7847 3.0668 0.0 0.0 0.0
H -2.3763 -1.1821 1.3635 0.0 0.0 0.0
H -3.5175 0.1712 1.3056 0.0 0.0 0.0
H -2.6831 1.2414 -2.9185 0.0 0.0 0.0
H -5.0787 -2.3134 -2.6070 0.0 0.0 0.0
H 0.5726 -1.0159 4.1207 0.0 0.0 0.0
```
Positions in Å, forces in eV/Å.

***

No. 4
C4H13NO2 | the ωB97M-V functional and the def2-TZVPD basis

## Properties
structure (SMILES)	NCCCCO.O
orbital gap	10.16	eV
E_HOMO	-0.344	Ha
2S+1	1
max |F|	4.856	eV/Å
relative energy (zero: lowest compared OMol25 entry of this formula, charge and spin)	2.182	eV

```
20
Properties=species:S:1:pos:R:3:forces:R:3
O 5.2702 4.1017 -0.9944 -2.7 -2.0 -0.2
O -2.7432 -1.9674 -0.2159 -3.2 0.6 3.6
N 1.5438 -0.4043 -0.2736 0.5 -0.4 -1.0
C -1.8693 0.0917 0.7528 1.0 2.4 -2.4
C 0.2770 -1.0813 -0.2298 -0.1 -1.6 1.2
C -0.5983 -0.7132 0.9517 -2.8 -3.4 0.6
C -2.9034 -0.5570 -0.1864 0.2 0.8 -2.0
H -3.9773 -0.1743 -0.0079 1.6 -1.1 0.1
H -0.2854 -0.9605 -1.1284 -0.2 0.2 -1.0
H 5.0071 3.1231 -0.9616 1.0 2.3 0.0
H -2.4622 0.3970 1.5610 0.0 0.0 2.1
H 1.4143 0.4431 0.1955 -0.4 2.1 0.3
H 0.3828 -2.1911 -0.0575 0.6 1.1 -0.9
H -2.2331 -2.1732 -0.9261 2.1 -1.0 -3.1
H -1.0099 -1.7687 1.1946 0.5 1.8 0.5
H 2.2187 -0.8014 0.3433 0.5 -1.1 0.2
H -2.6878 -0.2540 -1.2353 -0.2 0.3 0.5
H 6.1919 4.1962 -0.8934 1.6 -0.3 0.2
H -1.5118 1.1127 0.3250 -0.9 -1.4 0.2
H -0.0241 -0.4191 1.7863 0.7 0.6 1.0
```
Positions in Å, forces in eV/Å.

***

No. 5
C3H4N4O | the ωB97M-V functional and the def2-TZVPD basis

## Properties
structure (SMILES)	[H]/N=C1N=N/C(=C\O)N/1
orbital gap	7.97	eV
E_HOMO	-0.312	Ha
2S+1	1
max |F|	7.530	eV/Å
relative energy (zero: lowest compared OMol25 entry of this formula, charge and spin)	4.050	eV

```
12
Properties=species:S:1:pos:R:3:forces:R:3
O 2.3291 1.4358 -0.8297 7.1 -1.9 1.5
N -1.9319 -1.8981 1.1538 0.0 3.0 -1.5
N 0.2265 -1.1829 1.3276 1.7 1.3 -0.3
N 1.0905 -0.4039 0.8215 -2.8 -0.3 -1.7
N -1.0002 0.0542 -0.2252 -2.6 1.9 1.3
C 1.1267 1.1935 -1.0737 -6.5 -1.7 -1.2
C 0.3955 0.3409 -0.2933 0.7 0.8 1.4
C -1.0805 -0.9858 0.7497 -0.6 -2.5 0.8
H -2.8677 -1.7298 0.7186 0.9 -0.3 0.2
H 0.6388 1.6678 -2.0188 1.0 -0.5 1.9
H 2.8448 0.5888 -0.3662 -2.2 3.3 -1.3
H -1.7716 0.9198 0.0358 3.2 -3.1 -1.1
```
Positions in Å, forces in eV/Å.